(1)
Formula: C4H4AgLiO5
Source: the OMol25 dataset
Level of theory: wB97M-V/def2-TZVPD

Structure (XYZ):
```
15
Properties=species:S:1:pos:R:3:forces:R:3
O -2.65155 0.19206 -0.42337 -1.581 0.353 -0.380
Ag 1.94993 4.04262 1.02554 -0.406 -1.226 -0.783
C -0.12701 -1.98556 -0.05803 -0.427 1.237 1.567
H 1.61501 -0.89109 0.00508 0.439 0.243 0.379
O 0.46906 2.32651 -0.27765 1.247 -1.545 2.033
O -1.51327 -1.74246 -0.27741 -1.265 -1.105 -0.650
O 2.41555 1.46231 0.48590 2.060 0.586 1.242
Li -1.88587 1.91519 -0.87152 0.687 -0.856 0.771
O -0.99825 -0.11282 1.04299 -2.391 0.587 0.952
H 0.47356 -0.33107 -1.09387 -0.145 0.572 0.022
C -1.88475 -0.54084 0.22002 4.368 1.260 0.009
H 0.25389 -2.57729 -0.88969 -0.096 0.105 -0.117
C 0.56566 -0.59643 -0.03690 2.732 -0.555 -2.518
H 0.06053 -2.51398 0.87768 -0.259 -0.093 0.055
C 1.25750 1.35284 0.27123 -4.964 0.437 -2.582
```
Positions in Å, forces in eV/Å.

The calculation puts the gap between HOMO and LUMO (spin up / spin down) at 4.9 / 4.9 eV. For the total energy, the calculation gives -18650.24265 eV. Its LUMO energy (spin up / spin down) is -0.0728 / -0.0728 hartree.



(2)
Formula: C16H37ClO9PS
Source: the OMol25 dataset
Level of theory: wB97M-V/def2-TZVPD

Structure (XYZ):
```
65
Properties=species:S:1:pos:R:3:forces:R:3
H -1.61395 -8.26419 4.28711 0.093 -0.002 0.024
H -0.99026 -4.40668 0.20848 -0.023 0.050 0.012
H -5.75731 -6.64387 -0.44611 0.026 -0.036 -0.012
C -2.87353 -5.09252 -0.46587 0.010 -0.319 -0.018
H 3.60638 4.73154 -6.92931 0.019 0.068 -0.068
Cl 0.54268 0.50654 -0.46759 0.113 0.022 -0.050
H -2.38696 -5.38292 -1.40725 0.037 0.175 -0.035
O 2.38574 1.50486 5.22236 0.239 0.843 -0.186
H 1.18845 -0.83062 3.45088 -0.214 0.187 -0.096
H -0.57426 2.38108 2.52594 -0.327 -0.049 0.042
H 0.64914 3.11593 -4.19524 -0.047 0.041 0.017
C 4.35635 5.16780 -6.25827 0.036 0.038 0.146
H -3.51004 -4.04059 3.28781 0.047 0.019 0.008
H 3.08981 1.92483 4.69475 -0.055 -0.358 0.225
H -3.36114 -4.12044 -0.60006 0.023 0.025 0.001
O -2.24941 -4.23155 1.74969 -0.049 -0.058 -0.019
C -0.48666 1.07039 0.90929 -1.028 0.190 0.182
O 3.79755 5.45558 -5.00048 -0.122 -0.175 -0.093
H -1.62791 -5.59593 3.87937 0.003 0.027 -0.001
C 1.43281 3.79840 -3.85997 -0.120 -0.081 0.031
H 5.15089 4.43919 -6.10801 0.023 0.022 0.033
H 2.31714 6.16134 -2.96606 0.163 -0.084 -0.077
O 0.88442 5.10217 -4.03821 0.040 0.012 -0.103
C 2.71562 6.36781 -5.08248 0.268 0.000 0.185
H -0.44240 -7.41633 3.23083 0.014 -0.016 0.095
C -5.07282 -5.86178 -0.77091 0.106 -0.106 0.031
H 3.93014 4.78533 -0.37621 0.032 -0.031 -0.044
H -1.44315 -5.95579 0.90799 -0.158 -0.101 -0.045
C 2.99073 4.28811 -0.61310 0.096 -0.159 -0.039
O -0.02143 0.89552 4.87363 -0.785 -0.166 0.749
H -1.06848 -0.99374 1.05988 -0.037 -0.253 -0.099
H -3.27128 -6.13464 4.32750 0.075 0.133 0.093
H 0.89161 3.51344 5.57090 -0.232 0.021 -0.271
C -1.25282 -0.06320 1.58307 0.686 -0.579 -0.156
H 0.48025 2.90318 1.26231 0.021 0.172 -0.165
H 2.93464 3.34609 -0.05796 -0.078 0.048 0.081
H -4.97662 -5.90488 -1.86278 -0.071 0.076 -0.014
C 1.74959 3.45404 -2.42328 0.377 -0.118 -0.069
O 0.68430 3.34185 4.63897 0.386 0.206 0.237
C -1.40094 -7.94724 3.25890 -0.122 0.012 -0.038
H -4.06378 -5.19648 2.08172 0.053 -0.185 -0.011
C 0.20673 2.02540 1.85020 1.049 0.184 -0.169
H 0.92100 3.77552 -1.78269 -0.034 -0.050 0.003
C -1.82699 -4.97549 0.61921 0.145 0.151 -0.003
C -3.18344 -4.84274 2.62253 0.004 0.169 0.050
S 1.93395 -0.15419 2.53954 0.616 0.019 -0.221
H -0.90047 -0.20878 2.59372 -0.118 0.067 0.359
H 3.12905 7.38685 -5.06942 -0.152 0.065 -0.091
C -2.59273 -5.93450 3.48635 -0.212 -0.211 -0.060
O 2.96260 4.06561 -2.01174 -0.126 0.373 0.025
O -2.43685 -7.14027 2.75152 0.183 0.069 -0.116
H -1.25239 1.65147 0.41042 0.060 0.289 -0.376
H -2.32376 0.10855 1.56384 -0.162 0.213 0.112
H 4.78224 6.06859 -6.71817 -0.027 -0.029 -0.095
H -1.32617 -8.82943 2.62515 -0.052 -0.012 0.002
O -3.83459 -6.08876 -0.14273 -0.116 0.138 0.153
C 1.47090 1.58249 2.65300 -0.975 -0.024 0.928
H 2.16437 4.94089 -0.30727 -0.029 -0.063 0.048
H 2.29943 3.64296 -4.50525 0.115 0.058 0.109
H 1.86859 2.36951 -2.32678 -0.248 -0.028 0.030
H 1.12701 7.08076 -3.88263 -0.017 -0.006 -0.029
P 1.03514 1.77724 4.35335 0.773 -0.980 -1.095
C 1.77221 6.19880 -3.91122 -0.156 0.058 0.054
H 2.15994 6.21875 -6.01625 -0.027 0.013 0.000
H -5.48884 -4.89083 -0.47691 -0.009 0.028 -0.097
```
Positions in Å, forces in eV/Å.

Its charge is -1. The calculation puts the gap between HOMO and LUMO at 5.7 eV. For the total energy, the calculation gives -68265.49970 eV. Its LUMO energy is 0.0928 hartree.



(3)
Formula: C28H60BF3N5O6P
Source: the OMol25 dataset
Level of theory: wB97M-V/def2-TZVPD

Structure (XYZ):
```
104
Properties=species:S:1:pos:R:3:forces:R:3
C -2.02871 -3.25016 -2.74676 0.773 -1.310 -0.173
C -3.77857 -3.16938 -0.90336 0.321 0.627 0.480
C -0.02361 0.97106 1.60418 0.161 1.122 -0.851
C 5.94367 1.52970 -0.73632 0.846 -0.558 -0.365
H -0.02333 3.03557 3.60543 0.668 -0.539 -0.079
H 2.44611 -0.40468 0.18766 0.533 0.560 -0.343
C -2.41590 0.33324 -0.39561 -0.556 0.375 -0.385
C 1.67733 -2.10399 -2.96931 -0.917 1.241 1.102
H -0.75977 -1.08723 -8.11014 -0.138 0.006 -0.356
H -3.71010 5.20046 9.73038 0.109 -0.089 0.038
F -3.46543 2.63147 6.35165 -0.069 -0.139 -0.279
H -1.70413 -2.61835 -0.59790 -0.140 -0.563 -0.706
O -0.81979 -2.00459 -8.40540 1.071 -1.124 1.869
N 1.48422 -1.51971 -4.34092 -1.899 -1.917 -1.724
H 1.75905 3.14821 3.72691 -0.753 -0.442 -0.207
C -2.43822 3.49159 6.10556 -0.540 0.197 0.906
H -4.38014 -3.06424 -1.84217 0.601 -0.317 0.586
N 0.69632 -2.13869 -6.44757 -0.335 -0.296 0.061
C -1.69008 3.89435 7.42328 1.106 1.493 0.210
H -2.51745 -4.14597 -3.22309 0.184 0.842 0.334
H -2.21584 -0.33087 1.66894 -0.575 0.775 -0.155
P 1.02494 0.23151 -4.27006 0.087 1.975 0.753
O -2.58589 4.02648 8.56907 -0.840 -0.594 -0.155
H 3.46113 1.22952 -2.82028 0.864 -0.016 0.056
N -0.62660 0.45271 -4.81323 1.884 -0.682 -0.878
C -0.06421 -4.83264 -2.90916 0.060 -0.403 0.206
H -1.42078 -2.67326 -4.90983 0.259 -0.290 -0.633
H -1.27071 -0.20758 -4.38159 -0.047 0.369 0.028
N 1.02104 -4.92947 -1.91335 0.111 -0.072 -0.092
H 1.43934 -1.53592 -6.80232 -0.270 -0.063 0.414
F -2.95797 4.50589 5.39191 0.167 -0.093 -0.188
H -3.54099 0.91537 1.41900 0.715 -0.251 -0.188
H 0.33436 -2.59326 -1.27823 0.081 0.106 -1.053
H -5.09616 4.22874 7.79505 0.018 0.023 0.094
H -4.20457 -4.03059 -0.32842 0.362 0.778 -0.419
H 3.73201 -2.62074 -1.47199 -0.189 0.771 -0.408
H -5.32673 5.95139 8.17415 0.005 -0.034 0.079
H -1.92455 -4.38986 -0.79484 -0.022 0.592 -0.604
N -0.50493 -3.05724 -4.66846 2.152 1.738 0.884
B -0.16156 -2.83143 -7.46587 -1.786 -0.149 -2.254
H 2.66022 0.28013 -5.69280 0.222 0.362 0.009
H -4.37041 5.47912 6.78404 -0.033 -0.044 0.009
H 0.06892 0.66971 4.54391 0.842 0.397 -0.182
H 2.09826 1.49518 1.81275 -0.605 0.551 0.386
C 1.01741 1.26474 4.50572 -0.135 1.192 0.567
H 2.21740 -3.06984 -3.09931 -0.446 0.669 0.298
H -4.47716 0.14273 -1.07551 0.599 -0.803 0.149
C -3.59832 -0.54714 -0.97463 0.622 0.642 0.527
H 2.37319 2.03744 6.11936 -0.910 -0.072 -0.227
H 4.86880 2.34255 -2.91511 -0.140 -0.822 0.093
H 0.76796 2.87924 6.03668 0.307 -0.763 0.066
O -0.33217 -4.21048 -7.59963 1.182 2.148 0.477
H 1.88829 0.61394 4.25171 -0.742 0.240 -0.025
C 1.11645 1.99630 1.98273 -1.095 -0.561 0.190
H 7.05015 1.52762 -0.92270 -0.898 0.215 0.362
H 5.77535 1.28409 0.33618 0.165 0.096 -0.803
H 0.00137 0.06802 2.26122 -0.168 0.789 -0.295
C -1.42723 1.68915 1.60923 -0.336 -1.711 0.431
C -3.96168 -1.80989 -0.11218 -1.151 -0.739 -0.577
H 5.58047 2.56379 -0.92357 0.112 -0.787 0.179
H -1.69972 1.97110 2.65158 0.274 0.026 -0.732
H 0.48426 -4.60711 -7.25886 -0.446 -0.492 0.114
C -3.37169 5.19372 8.68843 0.048 -0.103 0.330
H 0.89359 1.20176 6.73585 0.307 0.660 -0.574
H -3.43604 -1.88198 0.86511 -0.179 0.264 -0.756
H -2.55712 -2.35538 -3.15615 0.560 -0.363 0.472
O 2.38735 -1.15414 -2.20813 0.404 -1.781 -0.822
C 3.25241 0.26437 -0.18698 1.128 -0.374 0.081
C 0.91407 2.45230 3.47024 1.286 -0.270 -0.116
C -2.50283 0.61604 1.14282 0.984 0.092 -0.456
H -1.42399 2.60016 0.96894 0.014 -0.629 0.374
H 4.87736 0.83412 -3.87781 -0.410 0.393 0.704
H 2.84244 1.08297 -0.81784 0.054 -0.673 0.517
H 1.03415 2.86987 1.28021 0.180 -0.689 0.606
H 6.12144 -0.13288 -2.23799 -0.498 0.584 0.597
C 0.55855 -2.25143 -5.12422 0.622 0.226 0.079
H 0.14540 0.60330 0.55438 0.028 0.242 0.807
H 0.66419 -4.77133 -0.96950 0.058 -0.052 -0.344
H 4.94609 -1.13028 -0.19779 -0.116 0.698 -0.764
H -2.77802 6.10309 8.55755 0.136 -0.104 -0.254
H 4.32421 -1.65064 -2.90795 -0.534 -0.058 0.694
H 1.42328 -5.86723 -1.90382 -0.180 0.305 -0.108
H -1.43460 -0.11888 -0.70806 -0.739 0.362 0.562
O 1.94676 0.91636 -5.53274 -1.615 -1.607 0.664
C 5.31701 0.47132 -1.74095 -0.298 0.531 0.468
H -0.71445 0.47086 -5.83079 -0.321 0.003 0.205
C 4.57619 1.26846 -2.88613 0.035 -0.556 -0.579
H -2.47968 1.33083 -0.91395 0.189 -0.854 0.325
H -0.93777 -5.41848 -2.51304 0.428 0.691 -0.746
H 3.75899 0.72372 0.69268 -0.573 -0.259 -0.620
H -0.33221 -1.32141 -2.32498 0.798 -0.557 -0.192
H -3.30186 -0.82875 -2.01422 -0.386 0.069 0.674
C -2.22522 -3.39819 -1.20380 -1.511 0.624 -0.045
F -1.60357 2.82529 5.27073 0.035 -0.043 -0.152
H -1.18190 2.94098 7.68014 0.036 -0.244 0.143
C 0.26368 -2.27498 -2.34604 0.455 -0.651 -0.570
O -0.92394 4.94313 7.26849 -0.202 -0.599 -0.620
C 4.38692 -0.53561 -0.96841 -1.067 -0.066 -0.228
C -4.61216 5.20705 7.80907 -0.081 0.241 -0.271
C 3.73674 -1.60713 -1.94972 0.905 1.002 0.705
H 0.26211 -5.34032 -3.85153 -0.196 0.553 0.707
C -0.50026 -3.32671 -3.20662 -2.003 -0.712 2.070
C 1.27507 1.89087 5.94018 0.028 -0.436 -0.189
H -5.05534 -1.74263 0.12652 0.908 -0.043 0.005
```
Positions in Å, forces in eV/Å.

The calculation puts the gap between HOMO and LUMO at 2.3 eV. For the total energy, the calculation gives -67861.29174 eV. Its LUMO energy is -0.0934 hartree.